The molecule C11H12N2S at a distorted geometry. Source: OMol25; level of theory: ωB97M-V/def2-TZVPD.

Geometry as XYZ:
```
26
Properties=species:S:1:pos:R:3:forces:R:3:nbo_charge:R:1
C 3.381 -0.150 -1.336 1.84 2.46 0.10 -0.20
C 2.574 0.935 -0.890 0.06 -2.41 0.28 -0.22
C 2.980 -1.444 -1.289 0.60 -1.30 -0.11 -0.23
C 1.381 0.535 -0.275 1.38 1.62 1.03 -0.18
C 1.775 -1.702 -0.627 1.51 -1.89 -0.05 -0.18
C -1.682 0.865 -1.050 2.95 -1.14 -0.19 -0.38
C -2.835 1.604 -0.741 0.71 -0.72 -0.74 -0.05
C 1.052 -0.765 0.050 -0.67 0.33 -2.62 -0.11
C -1.554 0.022 0.058 2.74 -1.65 1.02 0.19
C -2.970 -0.593 2.019 1.58 3.43 1.19 -0.39
C -0.281 -1.019 0.673 -2.77 1.08 -1.38 -0.32
N -3.379 1.200 0.368 -1.52 -0.04 1.55 -0.27
N -2.599 0.247 0.888 0.31 -0.61 -1.33 -0.20
S -0.888 -2.779 0.439 0.00 0.88 -0.45 -0.04
H 4.456 0.068 -1.547 -1.05 -0.09 -0.44 0.21
H 2.993 1.937 -0.910 -0.54 -0.06 -0.04 0.23
H 3.703 -2.264 -1.680 -1.70 1.37 0.81 0.23
H 0.761 1.221 0.230 -0.56 1.38 0.05 0.21
H 1.562 -2.732 -0.514 -0.59 -0.87 0.07 0.22
H -0.822 0.885 -1.839 -2.21 0.38 1.40 0.25
H -3.314 2.347 -1.314 -0.39 0.76 -0.48 0.21
H -3.715 -1.299 1.896 -1.32 -1.44 -0.91 0.21
H -2.028 -1.010 2.352 -0.35 -0.38 0.33 0.21
H -3.311 0.144 2.771 0.06 -0.58 -0.02 0.21
H -0.207 -0.740 1.734 -0.33 -0.54 -0.21 0.24
H -1.150 -2.651 -0.920 0.27 0.03 1.16 0.15
```
Forces are in eV/Å.

For the HOMO energy, the calculation gives -8.944 eV. The energy above the lowest of the compared OMol25 structures with the same formula, charge and spin comes out at 264.1 kJ/mol. The max |F| is 4.0 eV Å⁻¹. The calculation puts the HOMO-LUMO gap at 9.587 eV.